{
  "formula": "C4H8N2S2",
  "method": "ωB97M-V with the def2-TZVPD basis set",
  "lumo_ev": 0.291,
  "smiles": "C/C(=C/N)C(=S)NS",
  "gap_ev": 8.4,
  "fmax_ev_per_a": 4.4,
  "homo_ha": -0.2994,
  "e_above_lowest_ev": 1.965,
  "e_tot_ha": -1063.0235,
  "elements": ["C", "C", "C", "C", "H", "H", "H", "H", "H", "H", "H", "H", "N", "N", "S", "S"],
  "coordinates": [[-0.953, 1.542, -1.228], [-0.418, 0.472, -0.192], [0.600, 0.780, 0.557], [-1.159, -0.774, 0.111], [-0.777, 1.199, -2.276], [-1.998, 1.567, -0.956], [-0.358, 2.516, -1.095], [1.295, 1.618, 0.328], [2.141, 0.567, 1.815], [1.166, -0.845, 1.980], [-0.854, -2.702, 0.267], [1.978, -1.381, -0.150], [1.435, 0.017, 1.340], [-0.335, -1.839, 0.134], [-2.801, -1.004, 0.323], [1.038, -1.733, -0.958]],
  "forces_ev_per_a": [[1.719, -0.849, 1.031], [-2.565, 1.390, -1.192], [3.732, 1.036, 0.234], [-1.175, 0.587, -0.623], [-0.379, 0.097, 0.806], [-0.415, 0.775, -0.553], [-1.256, -1.372, -0.030], [-1.491, 0.251, -0.234], [-0.298, -0.179, -0.020], [0.141, 2.532, -2.077], [0.569, -0.273, -0.212], [0.916, 0.374, 1.257], [0.128, -2.675, 3.488], [1.165, -0.005, -0.477], [0.900, 0.503, 0.002], [-1.693, -2.193, -1.400]],
  "lowdin_charge": [-0.0348, -0.3879, -0.2564, -0.8947, 0.0802, 0.0425, 0.0969, 0.1419, 0.0855, 0.1581, 0.0722, -0.1768, -0.0241, -0.3537, 0.6262, 0.8250]
}


{
  "formula": "C4H8N3",
  "method": "ωB97M-V with the def2-TZVPD basis set",
  "lumo_ev": -4.832,
  "charge": 1,
  "gap_ev": 8.0,
  "fmax_ev_per_a": 1.0,
  "homo_ha": -0.4697,
  "e_above_lowest_ev": 4.891,
  "e_tot_ha": -321.1116,
  "elements": ["C", "C", "C", "C", "N", "N", "N", "H", "H", "H", "H", "H", "H", "H", "H"],
  "coordinates": [[-0.515, 3.366, 1.597], [-0.190, 2.148, 1.310], [1.359, -0.834, -1.405], [-0.755, -1.385, -0.464], [-0.818, 4.530, 1.672], [0.455, -0.623, -0.555], [0.390, 1.049, 1.412], [-1.240, 5.095, 0.942], [2.247, -0.218, -1.424], [1.276, -1.628, -2.143], [-1.603, -0.719, -0.642], [-0.787, -2.209, -1.177], [-0.857, -1.774, 0.550], [0.499, 0.175, 0.292], [0.863, 0.817, 2.291]],
  "forces_ev_per_a": [[-0.407, 0.393, -0.524], [0.440, -0.114, 0.219], [0.329, -0.050, -0.353], [-0.884, -0.523, -0.019], [0.115, 0.438, 0.725], [0.221, 0.405, 0.310], [0.169, -0.405, 0.060], [-0.059, -0.287, -0.223], [0.040, 0.108, 0.128], [-0.121, -0.006, 0.067], [0.060, -0.038, -0.019], [0.083, 0.084, 0.033], [0.052, -0.013, -0.044], [0.141, -0.320, -0.398], [-0.178, 0.328, 0.037]],
  "lowdin_charge": [-0.1186, -0.0825, 0.1257, -0.0443, 0.2195, -0.0612, 0.1094, 0.1124, 0.1117, 0.1165, 0.1083, 0.1013, 0.1062, 0.0690, 0.1263]
}


{
  "formula": "C4H8N3",
  "method": "ωB97M-V with the def2-TZVPD basis set",
  "lumo_ev": [-5.804, -5.805],
  "charge": 1,
  "gap_ev": [6.4, 6.4],
  "fmax_ev_per_a": 3.8,
  "homo_ha": [-0.4492, -0.4492],
  "e_above_lowest_ev": 6.820,
  "e_tot_ha": -321.0407,
  "elements": ["C", "C", "C", "C", "N", "N", "N", "H", "H", "H", "H", "H", "H", "H", "H"],
  "coordinates": [[0.914, -1.107, -0.214], [-0.183, -2.183, -2.242], [0.758, 0.338, 0.127], [-1.066, 3.374, 0.717], [-0.044, 1.207, 0.374], [-0.386, 2.085, 1.110], [-0.156, -1.692, -1.018], [1.869, -1.389, -0.674], [0.999, -1.470, 0.819], [-1.109, -2.040, -2.843], [0.684, -2.484, -2.732], [-0.256, 4.142, 0.758], [-1.859, 3.611, 1.517], [-1.511, 3.162, -0.229], [-1.046, -1.397, -0.629]],
  "forces_ev_per_a": [[1.459, 0.518, 0.977], [-1.613, 2.464, 2.342], [0.405, -0.925, -2.080], [0.553, -0.982, 1.663], [1.537, -0.761, 0.032], [-2.090, 2.065, 1.863], [-1.385, -0.433, -1.929], [-0.209, 0.526, -0.084], [-0.485, -0.919, -0.264], [0.488, -0.822, 0.845], [1.599, -0.474, -0.528], [-0.879, -0.410, -0.405], [1.336, -0.476, -1.300], [-0.365, 0.742, -0.837], [-0.351, -0.113, -0.295]],
  "lowdin_charge": [-0.1446, 0.2247, 0.0235, -0.0397, -0.0533, 0.0049, 0.0493, 0.1311, 0.1446, 0.1424, 0.0978, 0.0938, 0.1052, 0.0537, 0.1667]
}